23
Properties=species:S:1:pos:R:3 method="wB97M-V/def2-TZVPD" e_tot_ha=-513.5820 e_homo_ev=-8.393 smiles="N=C=Cn1cccn1.CC1C=C1"
C 4.02469 0.94028 -0.71671
H -0.59555 3.04998 0.94434
H 0.81832 0.36487 -0.20322
C -5.52048 0.03348 0.33414
C -2.00513 0.28805 0.09976
H -4.23406 1.70497 1.15609
H 3.21191 0.47421 1.34802
C -5.13968 -1.05390 -0.47382
C 3.07093 0.19832 0.27951
N -3.79390 -0.99220 -0.61128
N -3.34571 0.03557 0.13408
C -1.39014 1.35200 0.57643
H 2.92321 -2.18259 -0.11351
H 5.07481 0.42407 -0.87544
H -5.91427 -1.64522 -1.04785
H 4.30852 1.97130 -0.51696
H -1.56840 -0.58654 -0.37021
N -0.74571 2.09871 1.29108
C 1.66057 -0.22175 -0.13833
H -6.62333 0.16791 0.49788
C -4.39147 0.72217 0.63722
H 3.51167 0.99910 -1.69210
C 2.54540 -1.23079 -0.04824